This record from the Open Molecules 2025 dataset describes a structure of composition C36H68Cl38N2O5S2 in a non-equilibrium geometry. The level of theory is ωB97M-V/def2-TZVPD.

The charge is 0. The LUMO energy is 0.11 eV. The HOMO energy comes out at -7.93 eV. The frontier orbital gap comes out at 8.038 eV.

Geometry as XYZ:
```
151
Properties=species:S:1:pos:R:3:lowdin_charge:R:1
C -1.252 -1.081 0.990 -0.056
C -1.429 -1.228 -0.347 -0.158
C -0.335 -1.052 -1.361 -0.202
N -0.122 -2.263 -2.206 0.000
C 0.744 -3.252 -1.505 -0.165
C -0.006 -4.509 -1.009 -0.207
C 0.223 -4.799 0.474 -0.455
S 1.990 -5.145 0.870 0.813
C 1.963 -6.855 1.473 -1.091
S 2.493 -8.025 0.465 0.707
N 1.498 -7.017 2.768 -0.155
C 2.382 -6.253 3.699 -0.148
C 2.666 -6.952 5.041 -0.179
O 2.943 -8.346 4.981 -0.147
C 2.757 -8.888 3.683 -0.208
C 1.397 -8.422 3.175 -0.189
C 0.582 -1.927 -3.393 -0.509
O 0.679 -2.679 -4.348 0.117
O 1.176 -0.711 -3.338 0.016
C 1.421 -0.096 -4.581 -0.188
O 1.341 1.283 -4.299 -0.128
C 1.617 2.052 -5.465 -0.163
C 2.736 3.040 -5.118 -0.189
O 2.676 4.156 -5.983 -0.135
C 2.804 5.398 -5.310 -0.254
C 4.236 5.965 -5.345 -0.084
H -1.800 -0.296 1.509 0.066
H -0.580 -1.688 1.588 0.027
H -2.414 -1.468 -0.748 0.103
H -0.683 -0.238 -1.989 0.086
H 0.595 -0.772 -0.867 0.034
H 1.216 -2.802 -0.636 0.020
H 1.534 -3.598 -2.163 0.128
H 0.232 -5.379 -1.614 0.112
H -1.070 -4.296 -1.115 0.110
H -0.358 -5.677 0.749 0.079
H -0.101 -3.987 1.119 0.027
H 3.322 -5.952 3.245 0.108
H 1.869 -5.321 3.938 0.117
H 3.564 -6.475 5.440 0.124
H 1.882 -6.763 5.774 0.089
H 3.582 -8.563 3.050 0.104
H 2.759 -9.972 3.743 0.073
H 0.717 -8.473 4.027 0.126
H 0.967 -9.055 2.411 0.094
H 0.676 -0.354 -5.333 0.147
H 2.430 -0.350 -4.912 0.150
H 0.731 2.563 -5.844 0.125
H 1.971 1.401 -6.268 0.126
H 2.601 3.297 -4.069 0.068
H 3.682 2.524 -5.305 0.132
H 2.451 5.377 -4.280 0.068
H 2.165 6.108 -5.834 0.118
H 4.967 5.204 -5.602 0.077
H 4.278 6.767 -6.081 0.063
H 4.447 6.409 -4.372 -0.014
C -2.012 2.328 -4.264 -0.995
Cl -2.434 4.028 -4.490 0.520
Cl -2.873 1.625 -2.887 0.548
H -2.285 1.778 -5.158 0.031
H -0.944 2.251 -4.090 0.001
C 3.044 -1.024 2.539 -1.016
Cl 1.856 -1.096 3.847 0.515
Cl 2.566 -2.025 1.163 0.563
H 3.122 0.000 2.187 -0.070
H 3.999 -1.376 2.913 0.032
C -5.448 6.448 -3.337 -1.010
Cl -5.459 7.947 -2.396 0.546
Cl -6.847 5.435 -2.968 0.513
H -5.466 6.697 -4.392 0.020
H -4.546 5.895 -3.101 -0.001
C 1.208 6.562 -0.863 -0.992
Cl 2.938 6.828 -1.140 0.491
Cl 0.522 5.432 -2.041 0.497
H 1.080 6.146 0.131 0.025
H 0.695 7.508 -0.939 -0.023
C -3.564 4.179 -8.407 -1.027
Cl -1.930 4.783 -8.111 0.492
Cl -4.779 5.096 -7.505 0.491
H -3.780 4.265 -9.465 0.024
H -3.613 3.142 -8.098 0.021
C -5.908 -0.280 -4.092 -1.043
Cl -7.233 0.708 -4.719 0.499
Cl -5.649 -1.725 -5.078 0.500
H -5.001 0.311 -4.096 -0.038
H -6.149 -0.587 -3.081 0.025
C -3.211 7.419 -0.114 -1.042
Cl -1.926 7.613 -1.313 0.535
Cl -2.660 6.479 1.280 0.514
H -3.522 8.399 0.227 0.026
H -4.044 6.902 -0.577 -0.038
C 1.173 -12.135 5.972 -0.997
Cl -0.122 -11.072 6.528 0.548
Cl 1.277 -12.180 4.209 0.543
H 2.113 -11.764 6.365 0.031
H 0.984 -13.138 6.336 0.025
C -4.240 -2.754 2.578 -0.976
Cl -4.268 -2.698 4.344 0.508
Cl -2.808 -3.598 1.989 0.581
H -5.126 -3.271 2.229 0.029
H -4.223 -1.738 2.199 0.026
C -2.790 -4.555 7.154 -1.060
Cl -2.755 -4.577 8.920 0.482
Cl -1.391 -5.382 6.452 0.500
H -3.689 -5.053 6.817 -0.031
H -2.781 -3.525 6.814 -0.100
C 0.493 -8.207 8.374 -1.061
Cl 2.094 -7.548 8.742 0.520
Cl -0.781 -7.377 9.265 0.497
H 0.303 -8.090 7.312 -0.010
H 0.480 -9.256 8.640 -0.013
C 3.643 1.723 -1.600 -0.774
Cl 3.379 3.470 -1.583 0.602
Cl 2.358 0.858 -0.743 0.573
H 3.661 1.386 -2.630 0.032
H 4.590 1.510 -1.117 0.052
C -7.558 -3.272 6.325 -1.034
Cl -9.171 -3.853 6.740 0.497
Cl -6.331 -4.531 6.518 0.526
H -7.561 -2.948 5.291 -0.014
H -7.309 -2.442 6.975 0.033
C 1.407 2.787 0.162 -1.129
Cl 1.675 1.540 1.391 0.529
Cl -0.134 2.523 -0.652 0.539
H 1.393 3.761 0.640 0.032
H 2.207 2.736 -0.569 -0.226
C -1.407 -0.495 7.513 -0.978
Cl -2.354 -1.301 6.252 0.521
Cl -1.021 -1.594 8.841 0.520
H -0.482 -0.138 7.074 0.024
H -1.982 0.337 7.902 0.026
C 6.896 5.901 0.265 -1.004
Cl 5.565 4.972 -0.440 0.465
Cl 6.355 6.889 1.629 0.504
H 7.656 5.213 0.615 0.024
H 7.305 6.556 -0.496 0.025
C 5.217 9.810 -4.599 -1.057
Cl 4.046 10.702 -5.577 0.499
Cl 4.423 8.653 -3.519 0.538
H 5.878 9.271 -5.272 -0.069
H 5.782 10.515 -4.001 0.006
C -11.280 -1.023 4.301 -1.014
Cl -11.338 -0.954 6.065 0.500
Cl -9.873 -1.929 3.727 0.505
H -12.177 -1.512 3.942 0.025
H -11.223 -0.013 3.915 0.024
C 8.171 10.593 -7.040 -0.975
Cl 7.824 11.818 -5.813 0.535
Cl 6.763 9.578 -7.389 0.558
H 8.467 11.094 -7.954 0.026
H 8.974 9.960 -6.683 0.028
```

This record from the Open Molecules 2025 dataset describes a structure of composition C3H10SSi in a non-equilibrium geometry. The level of theory is ωB97M-V/def2-TZVPD.

The charge is 0. The LUMO energy (alpha / beta) is -0.20 / 0.13 eV. The HOMO energy (alpha / beta) comes out at -7.66 / -7.61 eV. Its energy above the lowest of the compared OMol25 structures with the same formula, charge and spin is 3.869 eV. The frontier orbital gap (alpha / beta) comes out at 7.452 / 7.742 eV.

Geometry as XYZ:
```
15
Properties=species:S:1:pos:R:3:lowdin_charge:R:1
C -2.652 -1.139 0.882 -0.126
C 2.208 0.066 0.254 -0.272
C -0.029 0.158 -1.680 -0.740
Si 1.127 1.280 -0.817 0.500
S -1.540 -0.347 -1.077 0.758
H -1.984 -0.794 1.617 -0.036
H -3.513 -0.654 0.603 -0.049
H -2.539 -2.284 0.768 0.039
H 1.958 0.083 1.341 0.014
H 1.749 -0.923 -0.037 0.018
H 3.306 0.196 0.134 0.021
H 0.512 -0.764 -2.006 -0.002
H 0.312 2.518 -0.390 -0.046
H 2.326 1.879 -1.677 -0.034
H -2.025 0.939 -0.903 -0.044
```